20
Properties=species:S:1:pos:R:3:nbo_charge:R:1 method="wB97M-V/def2-TZVPD" energy_ha=-382.298224 gap_ev=9.858 mol_weight_g_mol=116.2 lumo_ev=0.73 smiles="CN(N=O)C(C)(C)C" largest_force_ev_per_a=5.082
C -1.5743 1.4006 0.0324 -0.46
N -0.9839 0.0347 -0.0523 -0.23
N -1.7339 -1.0756 -0.2435 0.24
O -2.9247 -0.7815 -0.0098 -0.44
C 0.4683 -0.2265 -0.0005 0.08
C 0.8933 -0.2197 1.4024 -0.61
C 0.7107 -1.7386 -0.4677 -0.63
C 1.1518 0.8338 -0.9192 -0.65
H -1.0772 2.2294 0.3666 0.22
H -2.0781 1.6734 -0.8435 0.22
H -2.3993 1.2760 0.7836 0.24
H 0.6621 0.7074 1.9666 0.21
H 0.3590 -1.1438 1.9021 0.22
H 1.9637 -0.2852 1.4635 0.22
H -0.0670 -2.0065 -1.3403 0.24
H 0.6268 -2.4853 0.4031 0.23
H 1.7075 -1.6535 -1.0662 0.22
H 1.3223 0.4357 -2.0616 0.24
H 0.6599 1.9215 -0.7375 0.23
H 2.3128 1.1037 -0.5782 0.22

***

105
Properties=species:S:1:pos:R:3:lowdin_charge:R:1 method="wB97M-V/def2-TZVPD" energy_ha=-5097.520406 gap_ev=6.502 mol_weight_g_mol=982.2 lumo_ev=-3.87 total_charge=+1 largest_force_ev_per_a=1.732
Ti -0.7365 -0.6342 1.1147 0.84
N -3.7878 -2.8695 -1.2962 0.12
C -2.7014 -2.4406 -0.6347 -0.80
S -1.8707 -1.0574 -1.2487 0.78
N -2.3468 -3.1794 0.4060 0.04
N -1.2636 -2.6544 1.0466 -0.15
C -0.7144 -3.3715 1.9564 -0.04
C 0.4455 -2.8245 2.6573 -0.26
C 1.1003 -3.5101 3.6613 0.03
C 2.2111 -2.9244 4.2424 0.00
C 2.6263 -1.6756 3.8027 -0.01
C 1.9021 -1.0453 2.8154 -0.12
N 0.8342 -1.6108 2.2429 -0.03
H -4.1257 -2.3761 -2.1024 0.10
H -4.2663 -3.6929 -0.9724 0.12
H -1.1162 -4.3513 2.1891 0.15
H 0.7384 -4.4800 3.9737 0.13
H 2.7461 -3.4337 5.0329 0.13
H 3.4864 -1.1819 4.2311 0.13
H 2.1716 -0.0583 2.4673 0.11
C 2.4265 -0.1316 -1.0230 -0.34
N 1.9067 0.7800 -2.0085 -0.19
C 0.5070 1.1499 -1.9803 -0.32
P -0.0259 1.5021 -0.2528 1.06
C -1.5296 2.4963 -0.3977 -0.36
C -1.8955 3.3031 0.6779 -0.07
C -3.0810 4.0191 0.6298 -0.05
C -3.8997 3.9378 -0.4916 -0.07
C -3.5332 3.1404 -1.5658 -0.07
C -2.3508 2.4133 -1.5177 -0.10
C 1.2595 2.6860 0.2802 -0.32
C 1.9108 2.6506 1.5118 -0.09
C 2.8779 3.6007 1.8213 -0.06
C 3.2042 4.5885 0.9066 -0.06
C 2.5543 4.6359 -0.3188 -0.06
C 1.5852 3.6973 -0.6280 -0.08
C 2.8189 1.5399 -2.7669 -0.26
C 2.4403 2.0336 -4.0163 -0.03
C 3.3306 2.7858 -4.7665 -0.07
C 4.6141 3.0399 -4.3009 -0.09
C 4.9950 2.5378 -3.0667 -0.07
C 4.1053 1.8000 -2.2959 -0.03
P 1.3099 -1.5610 -0.6713 1.08
C 1.0375 -2.3330 -2.2967 -0.36
C 0.0873 -3.3473 -2.4238 -0.14
C -0.0738 -4.0105 -3.6277 -0.06
C 0.6982 -3.6530 -4.7280 -0.06
C 1.6407 -2.6451 -4.6114 -0.06
C 1.8181 -1.9899 -3.3979 -0.06
C 2.4816 -2.7689 0.0550 -0.34
C 2.1061 -4.1115 0.1282 -0.09
C 2.9788 -5.0612 0.6353 -0.06
C 4.2386 -4.6854 1.0843 -0.07
C 4.6172 -3.3539 1.0281 -0.07
C 3.7430 -2.4010 0.5198 -0.09
H 2.6268 0.3444 -0.0482 0.08
H 3.3758 -0.5273 -1.3817 0.09
H -0.1340 0.3724 -2.4087 0.04
H 0.3552 2.0504 -2.5706 0.09
H -1.2637 3.3694 1.5564 0.11
H -3.3646 4.6425 1.4677 0.11
H -4.8234 4.5014 -0.5302 0.11
H -4.1732 3.0713 -2.4351 0.11
H -2.0908 1.7803 -2.3569 0.09
H 1.6542 1.9128 2.2519 0.06
H 3.3632 3.5706 2.7880 0.11
H 3.9553 5.3287 1.1497 0.11
H 2.7999 5.4064 -1.0376 0.12
H 1.0814 3.7679 -1.5835 0.11
H 1.4570 1.8113 -4.4129 0.11
H 3.0221 3.1592 -5.7347 0.11
H 5.3078 3.6202 -4.8938 0.11
H 5.9892 2.7332 -2.6856 0.11
H 4.4080 1.4618 -1.3133 0.11
H -0.5423 -3.6205 -1.5846 0.08
H -0.8082 -4.8007 -3.7112 0.11
H 0.5649 -4.1621 -5.6736 0.11
H 2.2487 -2.3641 -5.4615 0.11
H 2.5726 -1.2197 -3.3332 0.10
H 1.1379 -4.4318 -0.2413 0.10
H 2.6771 -6.0999 0.6700 0.11
H 4.9261 -5.4294 1.4646 0.11
H 5.5971 -3.0498 1.3730 0.11
H 4.0668 -1.3694 0.5002 0.10
O -1.9194 1.4662 4.0149 -0.24
Cl -0.6222 0.8814 3.9740 0.78
O -0.5814 -0.4470 4.4923 -0.27
O 0.3947 1.7081 4.5283 -0.26
O -0.2504 0.7952 2.4392 -0.54
O -2.7419 -1.2017 2.7539 0.07
C -3.1895 -0.3022 2.0553 -0.54
O -2.4291 0.1785 1.0935 -0.26
C -4.5463 0.2652 2.1372 -0.11
C -5.2055 0.2944 3.3594 0.02
C -6.4701 0.8574 3.4431 -0.03
C -7.0774 1.3780 2.3082 0.02
C -6.3941 1.3178 1.1087 -0.12
C -5.1327 0.7820 0.9903 0.07
N -7.0322 1.8803 -0.1060 -0.35
O -8.0917 2.4465 0.0399 0.09
O -6.5542 1.5671 -1.1763 0.07
H -4.7173 -0.1124 4.2355 0.13
H -6.9845 0.8974 4.3932 0.12
H -8.0606 1.8240 2.3429 0.13
H -4.6173 0.7815 0.0395 0.13